[1]
Here is one molecule with the formula C4H8O2 at a distorted geometry from the Open Molecules 2025 dataset. Energies are from the ωB97M-V functional and the def2-TZVPD basis.

energy relative to the best compared isomer or geometry (same formula, charge and spin): 421.7 kJ/mol
E_HOMO: -10.03 eV
E_tot: -8368.9113 eV
structure (SMILES): OCC1COC1
gap between HOMO and LUMO: 10.931 eV

The geometry in XYZ format:
```
14
Properties=species:S:1:pos:R:3:lowdin_charge:R:1
C 1.129 -0.708 -0.199 -0.24
C -0.030 -0.346 0.668 -0.24
C -1.339 -0.869 0.023 -0.10
C -0.546 1.071 0.213 -0.12
H 1.489 1.238 -0.168 0.15
H 0.704 -0.779 -1.329 0.16
H 1.476 -1.677 -0.133 0.09
H 0.310 -0.555 1.668 0.14
H -1.152 -1.504 -0.674 0.06
H -1.950 -1.073 0.849 0.11
H -0.925 1.687 1.072 0.14
H 0.273 1.634 -0.333 0.10
O 2.194 0.324 -0.108 -0.15
O -1.633 0.443 -0.541 -0.09
```

***

[2]
Here is a 4-piece molecular cluster, C4H14O3 overall from the Open Molecules 2025 dataset. Energies are from the ωB97M-V functional and the def2-TZVPD basis.

energy relative to the best compared isomer or geometry (same formula, charge and spin): 55.9 kJ/mol
E_HOMO: -9.73 eV
E_tot: -10517.3499 eV
structure (SMILES): C=C(C)C.O.O.O
gap between HOMO and LUMO: 10.397 eV

The geometry in XYZ format:
```
21
Properties=species:S:1:pos:R:3:lowdin_charge:R:1
C 0.153 1.426 0.457 -0.06
C 1.409 0.587 0.509 -0.44
C 2.162 0.341 -0.555 0.02
C 1.793 0.128 1.883 -0.07
H 0.416 2.475 0.328 0.08
H -0.530 1.159 -0.339 0.06
H -0.388 1.355 1.407 0.08
H 3.112 -0.164 -0.403 0.07
H 1.869 0.691 -1.535 0.07
H 2.076 0.975 2.499 0.09
H 0.968 -0.404 2.354 0.08
H 2.615 -0.579 1.855 0.07
H 0.470 -1.296 -0.528 0.02
H -0.437 -1.682 -1.667 0.06
O -0.275 -1.887 -0.735 -0.05
H -1.779 -1.322 0.149 -0.01
H -3.289 -1.262 0.038 0.04
O -2.560 -0.878 0.542 -0.08
H -2.333 -0.247 -1.436 -0.02
H -3.098 0.601 -2.443 0.05
O -2.353 -0.016 -2.381 -0.07
```

***

[3]
Here is a 2-piece molecular cluster, C4H14NO overall at a distorted geometry from the Open Molecules 2025 dataset. Energies are from the ωB97M-V functional and the def2-TZVPD basis.

spin multiplicity: 2
net charge: +2
energy relative to the best compared isomer or geometry (same formula, charge and spin): 181.0 kJ/mol
E_HOMO (spin up / spin down): -20.92 / -20.01 eV
E_tot: -7890.2254 eV
gap between HOMO and LUMO (spin up / spin down): 13.162 / 3.508 eV

The geometry in XYZ format:
```
20
Properties=species:S:1:pos:R:3:lowdin_charge:R:1
C 0.525 -1.957 0.917 0.00
C -0.824 -1.290 1.086 -0.13
N -0.864 0.011 0.314 0.05
C -0.933 -0.094 -1.235 -0.11
C 0.372 0.364 -1.858 -0.01
H 0.487 -2.975 1.286 0.11
H 1.235 -1.369 1.532 0.12
H 0.899 -1.876 -0.115 0.10
H -1.675 -1.873 0.718 0.16
H -0.977 -1.010 2.132 0.16
H -0.126 0.665 0.575 0.13
H -1.741 0.442 0.569 0.17
H -1.745 0.580 -1.504 0.15
H -1.134 -1.144 -1.430 0.14
H 1.161 -0.399 -1.831 0.11
H 0.111 0.444 -2.916 0.13
H 0.618 1.329 -1.434 0.06
H 1.482 2.912 1.556 0.18
H 1.873 2.909 -0.013 0.17
O 1.295 2.496 0.676 0.31
```

***

[4]
Here is one molecule with the formula C5H4N2O2S at a distorted geometry from the Open Molecules 2025 dataset. Energies are from the ωB97M-V functional and the def2-TZVPD basis.

energy relative to the best compared isomer or geometry (same formula, charge and spin): 594.2 kJ/mol
E_HOMO (spin up / spin down): -8.38 / -8.38 eV
E_tot: -23153.4969 eV
gap between HOMO and LUMO (spin up / spin down): 7.441 / 7.443 eV

The geometry in XYZ format:
```
14
Properties=species:S:1:pos:R:3:lowdin_charge:R:1
C 0.530 -0.107 0.469 -0.06
C 0.255 0.699 1.475 -0.06
C -0.393 -0.273 -0.697 -0.28
C -0.939 1.060 -0.993 0.04
C -1.112 1.423 1.400 -0.13
N -0.427 -1.231 -1.556 0.03
N 0.244 -2.325 -1.600 -0.34
O 2.257 -1.847 -3.020 -0.53
O -1.285 1.835 0.017 -0.09
S 1.532 -2.875 -2.342 0.90
H 1.574 -0.560 0.596 0.14
H 0.722 0.841 2.477 0.13
H -1.950 0.950 1.823 0.11
H -1.008 2.411 1.948 0.14
```

***

[5]
Here is a 2-piece molecular cluster, C5H8N2O overall at a distorted geometry from the Open Molecules 2025 dataset. Energies are from the ωB97M-V functional and the def2-TZVPD basis.

net charge: +2
energy relative to the best compared isomer or geometry (same formula, charge and spin): 208.0 kJ/mol
E_HOMO (spin up / spin down): -20.26 / -20.26 eV
E_tot: -10318.5614 eV
gap between HOMO and LUMO (spin up / spin down): 7.687 / 7.688 eV

The geometry in XYZ format:
```
16
Properties=species:S:1:pos:R:3:lowdin_charge:R:1
C -0.390 -2.519 -0.312 0.17
C -0.266 -0.717 0.212 -0.18
C 2.859 -0.393 0.092 0.06
C 0.322 1.683 -0.476 0.00
C -0.295 0.659 0.544 -0.10
N -0.236 -1.384 -0.986 0.24
N -0.424 -1.867 0.871 0.22
O 3.931 -0.529 0.426 0.14
H -0.370 -3.608 -0.651 0.24
H -0.054 1.499 -1.577 0.15
H 0.302 2.675 -0.223 0.07
H 1.361 1.384 -0.150 0.05
H -1.316 1.241 0.650 0.26
H -0.065 0.871 1.619 0.19
H -0.105 -1.078 -1.968 0.23
H -0.881 -2.338 1.756 0.28
```

***

[6]
Here is C11H9N7O2RhSbSe4 as an isolated structure from the Open Molecules 2025 dataset. Energies are from the ωB97M-V functional and the def2-TZVPD basis.

net charge: -2
energy relative to the best compared isomer or geometry (same formula, charge and spin): 264.7 kJ/mol
E_HOMO (spin up / spin down): -1.14 / -0.68 eV
E_tot: -297007.4986 eV
gap between HOMO and LUMO (spin up / spin down): 5.022 / 4.657 eV

The geometry in XYZ format:
```
35
Properties=species:S:1:pos:R:3:lowdin_charge:R:1
Rh 0.685 -1.100 2.044 0.15
Se 4.200 -1.217 4.863 -0.28
Sb 2.992 -0.639 2.903 0.13
Se -0.117 -0.569 4.231 -0.17
Se -1.881 0.947 3.968 -0.33
Se 4.060 1.060 1.581 -0.25
N 0.179 1.410 1.294 0.00
N -1.038 1.367 0.644 -0.02
C -1.808 0.256 0.630 -0.46
N -3.024 0.448 0.091 0.19
N -1.328 -0.891 1.118 0.04
N -2.072 -2.041 0.990 -0.40
O -1.602 -3.023 1.506 0.06
O -3.150 -2.065 0.371 -0.02
H 0.078 1.751 2.248 0.00
H 0.891 1.863 0.739 0.06
H -1.574 2.224 0.610 0.14
H -3.138 1.254 -0.497 0.11
H -3.560 -0.390 -0.079 0.07
N 2.250 -4.737 0.640 0.11
C 1.821 -3.668 0.582 -0.27
N -0.452 3.500 -4.684 0.10
C -0.161 2.642 -3.967 -0.23
C 0.192 1.585 -3.078 -0.26
C 1.378 1.647 -2.315 -0.05
C 1.718 0.638 -1.455 -0.06
C 0.867 -0.494 -1.297 -0.24
C -0.314 -0.558 -2.094 -0.05
C -0.639 0.456 -2.956 -0.06
C 1.124 -1.487 -0.369 -0.04
C 1.294 -2.361 0.535 -0.32
H 2.026 2.510 -2.408 0.11
H 2.612 0.705 -0.846 0.03
H -0.965 -1.418 -1.996 0.11
H -1.543 0.393 -3.549 0.11
```

***

[7]
Here is one molecule with the formula C3H2N2OS2 at a distorted geometry from the Open Molecules 2025 dataset. Energies are from the ωB97M-V functional and the def2-TZVPD basis.

energy relative to the best compared isomer or geometry (same formula, charge and spin): 203.4 kJ/mol
E_HOMO: -8.60 eV
E_tot: -29838.6869 eV
structure (SMILES): S=Cn1ncoc1=S
gap between HOMO and LUMO: 7.641 eV

The geometry in XYZ format:
```
10
Properties=species:S:1:pos:R:3:lowdin_charge:R:1
C -1.416 0.241 -0.550 -0.68
C 0.822 2.199 0.856 -0.10
C 0.907 -0.009 0.469 -0.71
H -2.082 0.987 -0.726 0.02
H 1.405 2.969 1.148 0.11
N -0.437 0.485 0.286 -0.14
N -0.424 1.847 0.639 0.13
O 1.638 1.136 0.781 0.01
S -1.901 -1.171 -1.218 0.67
S 1.384 -1.576 0.105 0.69
```

***

[8]
Here is CH2NO4S as an isolated structure at a distorted geometry from the Open Molecules 2025 dataset. Energies are from the ωB97M-V functional and the def2-TZVPD basis.

net charge: -1
energy relative to the best compared isomer or geometry (same formula, charge and spin): 443.0 kJ/mol
E_HOMO (spin up / spin down): -4.50 / -4.50 eV
E_tot: -21582.1005 eV
gap between HOMO and LUMO (spin up / spin down): 8.239 / 8.238 eV

The geometry in XYZ format:
```
9
Properties=species:S:1:pos:R:3:lowdin_charge:R:1
C 0.088 0.589 -0.027 -0.21
N -0.328 0.687 1.241 -0.56
O -0.723 -1.859 -1.399 -0.55
O 0.491 0.880 2.113 -0.01
O -1.517 0.457 1.593 -0.05
O 1.556 -1.193 -1.783 -0.56
S 0.531 -1.464 -0.725 0.72
H 0.920 1.158 -0.249 0.04
H -1.017 0.745 -0.765 0.19
```